C31H55BN3O9 | the ωB97M-V functional and the def2-TZVPD basis

Computed properties:
Spin multiplicity: 1
E_HOMO in eV: -11.50
LUMO level in eV: -3.45
HOMO-LUMO gap in eV: 8.0569
Charge: +1

Geometry as XYZ:
```
99
Properties=species:S:1:pos:R:3:forces:R:3
C -6.00310 0.90487 -0.48849 0.2 -0.1 0.0
C -4.53704 1.32539 -0.68798 0.2 -0.2 -0.1
C -3.99084 0.91156 -2.05903 0.2 0.2 0.2
C -2.61613 1.50841 -2.38699 -0.4 0.1 -0.1
C -1.52787 1.29490 -1.33947 0.1 0.0 -0.1
C -1.03504 -0.16850 -1.31302 -0.1 0.2 -0.3
C 0.49286 -0.33149 -1.45082 -0.3 -0.3 -0.1
C 1.23986 -1.03588 -0.28570 0.3 0.4 0.1
C 0.64379 -0.84450 1.07839 0.0 0.1 0.1
C -0.38953 -1.74051 1.49003 -0.1 0.1 -0.2
C -0.95151 -2.85399 0.65105 0.2 -0.2 0.2
B -2.54220 -2.82572 0.51728 -0.1 0.1 -0.1
O -3.25560 -3.93031 0.10800 -0.1 0.5 -0.3
O -3.20383 -1.68077 0.84419 0.1 -0.2 0.0
N -0.94654 -1.66387 2.67610 0.1 0.0 0.2
N -0.51602 -0.71437 3.47162 0.1 0.1 -0.1
C 0.42912 0.19010 3.22739 0.0 0.1 -0.1
C 0.69231 1.13333 4.37468 -0.2 -0.3 0.1
C -0.57224 1.85697 4.89784 0.2 0.2 0.3
C -0.58478 3.34800 4.54500 0.0 -0.3 -0.2
C -1.66413 4.12830 5.31170 -0.1 0.0 0.3
N -2.39240 5.08936 4.47423 0.2 -0.5 -0.6
C -3.37843 4.53915 3.63818 0.0 -0.1 0.2
C -4.48919 3.76434 4.31335 0.1 0.2 0.2
O -3.35039 4.71043 2.44194 -0.1 0.1 -0.1
C 1.07682 0.13937 1.98120 -0.1 -0.1 -0.1
C 2.21852 1.09754 1.71171 0.3 0.1 -0.4
C 2.00553 1.97257 0.45473 0.2 -0.2 0.0
C 3.61014 0.38627 1.69509 0.1 -0.1 0.2
C 3.67017 -1.04123 2.24670 0.2 0.2 0.0
H -6.28593 0.16359 -1.24110 -0.1 0.1 0.0
H -6.15952 0.44089 0.48735 -0.1 0.1 0.0
H -6.67579 1.75750 -0.57437 -0.1 -0.1 0.0
H -3.91397 0.85988 0.08286 0.0 0.1 0.0
H -4.41614 2.40751 -0.57882 -0.1 -0.1 0.1
H -3.93556 -0.18322 -2.10632 -0.2 0.0 -0.1
H -4.69532 1.26428 -2.81809 0.0 -0.3 -0.1
H -2.25351 1.09011 -3.32989 0.0 0.1 0.0
H -2.75677 2.57771 -2.57749 0.1 0.0 0.1
H -0.69820 1.95122 -1.61232 0.0 -0.1 0.0
H -1.87472 1.61327 -0.35119 0.0 0.0 0.0
H -1.49463 -0.66796 -2.17303 0.0 -0.1 0.1
H -1.43461 -0.66918 -0.43187 0.1 0.1 -0.1
H 0.93363 0.64087 -1.66247 0.0 0.0 0.2
H 0.70777 -0.93256 -2.33509 0.1 0.1 0.1
H 1.30815 -2.10083 -0.50923 0.0 0.1 0.2
H 2.27031 -0.68058 -0.27519 -0.1 0.0 0.0
H -0.47398 -2.89843 -0.32797 -0.2 0.0 0.0
H -0.69790 -3.79463 1.15503 0.0 0.0 -0.1
H -2.95305 -4.34884 -0.70214 0.2 -0.3 0.2
H -4.12855 -1.71010 0.56886 -0.1 0.0 0.1
H -0.97625 -0.70159 4.37279 -0.1 0.0 0.0
H 1.45987 1.85466 4.11328 -0.1 0.0 0.0
H 1.11228 0.51790 5.17834 0.1 0.1 0.0
H -1.48376 1.38491 4.52016 0.0 0.1 0.0
H -0.60273 1.76198 5.98747 0.0 0.0 -0.1
H 0.41246 3.74660 4.74899 -0.1 0.1 0.0
H -0.76505 3.44880 3.46915 0.1 0.1 0.0
H -2.37904 3.41857 5.73432 0.0 0.1 0.0
H -1.22145 4.65240 6.16096 0.0 0.0 -0.1
H -1.74087 5.54334 3.83805 0.0 0.3 0.2
H -4.46839 3.88178 5.39621 0.0 -0.1 0.0
H -4.42384 2.70728 4.05219 -0.1 0.0 0.0
H -5.43428 4.16531 3.94787 0.0 -0.1 -0.1
H 2.28735 1.81499 2.52669 -0.3 -0.3 0.1
H 2.46146 2.94919 0.61740 -0.1 0.0 0.0
H 2.50223 1.53529 -0.41163 -0.1 0.0 0.0
H 0.95023 2.09773 0.21083 0.0 0.1 0.1
H 4.01620 0.39911 0.68164 0.0 0.0 0.0
H 4.28729 0.99082 2.30354 0.0 0.1 -0.1
H 3.27943 -1.77151 1.53616 -0.1 0.0 0.1
H 3.14228 -1.13159 3.19920 0.0 -0.1 0.0
H 4.71208 -1.30218 2.44219 -0.1 0.0 -0.1
C 3.23777 -0.78069 -5.47895 0.0 0.1 0.0
C 2.26851 0.33196 -5.79429 0.1 0.0 0.0
C 2.83425 1.73757 -5.77223 0.0 0.0 0.0
O 1.69013 2.52384 -5.40939 0.1 0.0 0.0
C 0.87177 1.73728 -4.68112 0.0 -0.1 0.1
O -0.04577 2.12422 -4.02858 0.0 0.0 -0.1
O 1.25361 0.44409 -4.76831 0.0 0.0 -0.1
H 2.70992 -1.64509 -5.08624 0.0 0.0 -0.1
H 3.77262 -1.07579 -6.38174 0.0 0.0 0.0
H 3.96527 -0.47048 -4.72909 0.0 0.0 0.1
H 1.74988 0.14707 -6.73858 0.0 0.0 0.0
H 3.23560 2.07789 -6.72232 -0.1 0.1 0.0
H 3.58784 1.85283 -4.98947 0.0 0.0 0.0
C 3.39835 -6.40819 -1.05748 0.1 0.1 0.0
C 2.89798 -5.44812 -2.10739 0.1 -0.1 0.0
C 3.80016 -5.23317 -3.30576 0.0 -0.1 0.0
O 3.45442 -3.89706 -3.70631 0.1 0.0 0.0
C 3.03851 -3.23672 -2.60847 0.0 0.0 0.0
O 2.87740 -2.05795 -2.54540 0.1 -0.1 0.0
O 2.82524 -4.09602 -1.58811 -0.1 0.0 0.0
H 2.95104 -6.17777 -0.09175 -0.1 0.0 0.0
H 3.13503 -7.43019 -1.32590 0.0 0.0 0.0
H 4.48156 -6.34751 -0.94892 0.0 0.0 0.0
H 1.89119 -5.71925 -2.43535 0.0 0.0 0.0
H 3.63106 -5.92370 -4.12649 -0.1 0.1 -0.1
H 4.85516 -5.24306 -3.02455 0.0 0.0 0.0
```
Forces are in eV/Å.